# 1
ORCA calculation (ωB97M-V with the def2-TZVPD basis set) on C4H5NO in the gas phase.

Structure (XYZ):
```
11
Properties=species:S:1:pos:R:3:forces:R:3:mulliken_charge:R:1
N 2.279 1.237 0.171 -0.453 -0.391 0.178 -0.538
C 1.421 0.415 0.470 0.188 0.241 -0.119 0.505
C 0.540 -0.541 0.667 0.276 0.133 0.036 -0.625
C -0.411 -0.889 -0.462 0.000 0.028 -0.151 -0.506
C -1.532 0.121 -0.363 -0.016 0.032 -0.005 0.078
O -1.695 1.031 -1.133 -0.038 -0.209 0.110 -0.460
H 1.989 2.212 0.263 0.065 -0.105 0.061 0.288
H 0.427 -0.980 1.653 0.069 0.088 -0.149 0.362
H -0.785 -1.913 -0.362 0.029 0.170 0.058 0.293
H 0.073 -0.777 -1.435 -0.054 -0.042 0.094 0.283
H -2.154 0.020 0.552 -0.067 0.056 -0.114 0.322
```
Positions in Å, forces in eV/Å.

As for the gap between HOMO and LUMO: 9.97 eV. For the HOMO energy, the calculation gives -9.08 eV. As for the energy above the lowest of the compared OMol25 structures with the same formula, charge and spin: 168.1 kJ/mol. Its largest force on an atom is 0.012 hartree/bohr. The value obtained for the molar mass is 83.09 g mol⁻¹. As for the energy: -285.35056 Eh. Its spin multiplicity is 1.

=====

# 2
ORCA calculation (ωB97M-V with the def2-TZVPD basis set) on a 2-piece molecular cluster, C3H3NO overall.

Structure (XYZ):
```
8
Properties=species:S:1:pos:R:3:forces:R:3:mulliken_charge:R:1
C 1.085 -0.308 0.562 0.054 -0.105 -0.124 -0.963
C 0.933 -0.861 -0.616 -0.049 -0.280 -0.514 0.760
O 0.753 -1.340 -1.668 0.162 0.431 0.859 -0.375
H 1.271 0.756 0.639 0.039 -0.170 -0.066 0.322
H 0.927 -0.905 1.450 0.049 0.021 -0.108 0.254
C -1.645 0.864 -0.111 -0.303 0.562 0.828 0.106
N -1.861 1.454 0.857 0.152 -0.545 -0.982 -0.354
H -1.443 0.318 -1.011 -0.105 0.085 0.108 0.251
```
Positions in Å, forces in eV/Å.

As for the gap between HOMO and LUMO: 10.37 eV. For the HOMO energy, the calculation gives -9.65 eV. As for the energy above the lowest of the compared OMol25 structures with the same formula, charge and spin: 124.5 kJ/mol. Its largest force on an atom is 0.022 hartree/bohr. The value obtained for the molar mass is 69.06 g mol⁻¹. As for the energy: -246.04414 Eh. Its spin multiplicity is 1.

=====

# 3
ORCA calculation (ωB97M-V with the def2-TZVPD basis set) on C30H24CeCl7N8O3 as an isolated structure.

Structure (XYZ):
```
73
Properties=species:S:1:pos:R:3:forces:R:3:mulliken_charge:R:1
Ce -0.087 0.789 0.003 -0.053 -0.930 0.298 0.470
Cl -1.145 2.126 -7.119 0.009 0.016 -0.004 -0.221
C -1.174 1.359 -5.565 0.014 0.027 -0.031 0.246
C -0.370 1.861 -4.552 -0.078 -0.112 0.075 -0.851
C -0.357 1.278 -3.293 -0.008 0.084 -0.196 0.404
N 0.369 1.893 -2.250 0.244 -0.179 -0.113 -0.576
C 1.504 1.344 -1.762 -0.320 0.375 0.618 0.405
O 1.846 1.925 -0.594 -0.070 -0.070 -0.091 -0.616
C 1.978 0.036 -1.891 -0.258 -0.415 -0.647 0.066
C 2.686 -0.641 -0.720 -0.314 -0.263 0.311 3.327
C 3.013 -2.086 -1.027 0.051 -0.101 -0.178 -1.204
C 2.615 -2.675 -2.152 -0.021 0.287 0.087 -0.778
C 1.963 -1.881 -3.192 0.065 -0.207 -0.044 -0.689
N 1.699 -0.637 -3.075 0.050 0.043 0.289 -0.394
C -1.194 0.174 -3.050 0.159 0.181 0.011 0.281
C -1.994 -0.323 -4.067 0.044 0.083 -0.067 -0.536
C -1.992 0.268 -5.323 -0.029 -0.043 0.032 -0.011
Cl -3.024 -0.382 -6.554 -0.023 -0.021 -0.020 -0.219
N -1.188 -0.460 -1.779 -0.419 -0.054 -0.293 -0.204
C -2.350 -0.474 -1.119 0.219 -0.050 0.238 -0.186
O -2.573 -1.226 -0.153 0.076 0.191 -0.084 -0.606
C -3.196 0.785 -1.169 -0.223 -0.126 -0.201 0.812
C -4.477 0.950 -1.669 0.151 0.040 0.070 -0.858
C -5.082 2.182 -1.493 -0.026 0.002 -0.027 -0.365
C -4.408 3.187 -0.812 0.049 0.001 0.023 -0.939
C -3.136 2.929 -0.339 0.004 -0.055 -0.131 -0.263
N -2.532 1.752 -0.525 -0.084 0.065 0.097 0.387
H 0.251 2.725 -4.740 0.024 0.013 0.011 0.484
H 1.959 -0.775 0.133 0.456 0.319 -0.075 -1.261
H 3.562 -2.639 -0.274 0.007 0.043 0.061 0.501
H 2.819 -3.720 -2.336 0.015 -0.033 0.000 0.455
H 1.722 -2.372 -4.129 -0.051 0.077 -0.076 0.490
H -2.609 -1.196 -3.895 -0.005 -0.021 0.029 0.595
H -4.969 0.138 -2.184 -0.009 -0.013 -0.011 0.505
H -6.075 2.364 -1.884 -0.006 -0.012 0.000 0.456
H -4.858 4.156 -0.656 -0.001 0.013 0.003 0.435
H -2.564 3.681 0.190 -0.020 0.007 -0.006 0.388
Cl 5.068 -0.323 -2.544 0.018 -0.033 0.000 -0.134
C 5.046 0.237 -0.916 -0.074 0.028 -0.010 0.327
C 3.884 0.100 -0.155 0.064 0.184 0.103 -0.975
C 3.883 0.704 1.104 -0.138 -0.044 -0.087 1.352
Cl 2.430 0.745 2.072 0.290 -0.161 0.041 -0.280
C 4.997 1.350 1.622 0.015 0.007 -0.029 -0.275
Cl 4.949 2.074 3.180 0.014 0.022 0.044 -0.201
C 6.159 1.423 0.861 0.040 0.032 0.016 0.531
Cl 7.549 2.211 1.490 0.025 -0.001 0.001 -0.184
C 6.179 0.881 -0.419 -0.040 -0.004 0.028 -0.151
Cl 7.592 1.021 -1.382 0.025 -0.008 -0.011 -0.186
C -1.905 -0.371 2.796 -0.028 0.111 -0.068 -0.867
N -0.527 -0.824 2.463 0.013 0.151 -0.163 0.941
C 0.254 -0.775 3.726 0.065 0.028 -0.035 -1.154
N -0.335 -1.588 4.777 0.002 0.009 0.088 0.093
C -1.700 -1.121 5.028 -0.003 -0.007 0.028 -0.659
N -2.524 -1.189 3.824 -0.088 0.032 0.019 0.070
C -2.548 -2.576 3.347 -0.082 -0.065 -0.007 -0.704
N -1.201 -3.085 3.080 0.045 -0.070 0.018 0.098
C -0.592 -2.256 2.052 0.013 -0.010 -0.071 -0.876
C -0.410 -2.972 4.303 -0.009 -0.027 -0.012 -0.743
H -2.518 -0.405 1.892 0.029 -0.036 0.059 0.394
H -1.838 0.662 3.157 -0.024 -0.025 -0.014 0.215
H 0.314 0.264 4.063 -0.010 -0.026 -0.002 0.288
H 1.263 -1.138 3.529 -0.036 0.003 -0.006 0.414
H -1.666 -0.088 5.383 0.002 -0.013 -0.014 0.325
H -2.151 -1.742 5.804 0.012 0.003 -0.003 0.347
H -3.137 -2.625 2.429 0.020 0.005 0.013 0.310
H -3.019 -3.203 4.106 0.005 0.022 -0.010 0.346
H -1.167 -2.334 1.128 0.028 0.015 0.062 0.282
H 0.433 -2.600 1.878 -0.028 0.010 -0.021 0.256
H 0.601 -3.339 4.111 -0.015 0.006 0.003 0.339
H -0.864 -3.588 5.082 0.009 0.004 -0.004 0.338
O 0.093 3.064 0.862 0.073 0.474 0.207 -0.505
H -0.115 3.989 1.037 0.084 -0.223 -0.121 0.277
H 0.888 3.002 0.249 0.068 0.447 -0.003 0.425
```
Positions in Å, forces in eV/Å.

As for the gap between HOMO and LUMO (spin up / spin down): 6.77 / 6.79 eV. For the HOMO energy (spin up / spin down), the calculation gives -6.93 / -6.94 eV. As for the energy above the lowest of the compared OMol25 structures with the same formula, charge and spin: 274.1 kJ/mol. Its largest force on an atom is 0.019 hartree/bohr. The value obtained for the molar mass is 932.86 g mol⁻¹. As for the energy: -5517.90669 Eh. Its spin multiplicity is 2.